## w
Here is the molecule C4H5NO2 from the Open Molecules 2025 dataset. Energies are from ωB97M-V/def2-TZVPD.

```
12
Properties=species:S:1:pos:R:3
O 1.4775 0.8232 -1.8152
N 0.3657 0.7305 -1.3532
C 0.2369 -0.0588 -0.1250
C -1.2491 -0.2127 0.1841
O -1.9210 1.0252 0.2411
C 1.3270 0.0238 0.9737
C 1.2920 -1.0327 0.2469
H -1.3540 -0.6728 1.1652
H -1.7285 -0.8832 -0.5453
H -1.7631 1.4540 -0.6108
H 1.6315 0.7420 1.7148
H 1.6855 -1.9922 -0.0028
```

- Frontier orbital gap: 0.331 Ha
- Net charge: 0
- Lowest unoccupied orbital energy: -0.002 Ha
- HOMO: -9.063 eV



## x
Here is the molecule C4H5NO2 from the Open Molecules 2025 dataset. Energies are from ωB97M-V/def2-TZVPD.

```
12
Properties=species:S:1:pos:R:3
H 0.6339 -0.4275 2.1763
N 1.1492 -0.0727 1.3581
C 0.4970 -0.4214 0.3280
C -0.9363 -0.8526 0.6578
O -1.5505 -1.8300 0.3451
C 0.7920 0.0471 -1.0763
C -0.3049 1.0750 -0.8792
O -1.4722 0.7531 -0.7813
H -1.1973 -0.1201 1.4729
H 1.7850 0.4866 -1.2145
H 0.5799 -0.7056 -1.8431
H 0.0241 2.0680 -0.5439
```

- Frontier orbital gap: 0.361 Ha
- Net charge: 0
- Lowest unoccupied orbital energy: -0.003 Ha
- HOMO: -9.898 eV



## y
Here is the molecule C4H5NO2 from the Open Molecules 2025 dataset. Energies are from ωB97M-V/def2-TZVPD.

```
12
Properties=species:S:1:pos:R:3
N 2.0516 0.2715 -0.8727
C 1.1171 -0.1279 0.1166
C 0.0187 0.5996 0.7546
C -1.1441 -0.0612 0.3193
O -2.4414 0.2898 0.0821
C -0.6915 -1.3236 0.0037
O 0.6366 -1.3379 -0.2479
H 1.5709 0.3521 -1.7747
H 2.6280 1.0790 -0.7082
H 0.0495 1.3177 1.5757
H -2.6718 1.1754 0.3889
H -1.1238 -2.2344 0.3626
```

- Frontier orbital gap: 0.291 Ha
- Net charge: 0
- Lowest unoccupied orbital energy: 0.021 Ha
- HOMO: -7.348 eV



## z
Here is the molecule C4H5NO2 from the Open Molecules 2025 dataset. Energies are from ωB97M-V/def2-TZVPD.

```
12
Properties=species:S:1:pos:R:3
H 0.4573 1.9540 2.3937
N -0.1090 1.3188 1.8712
C 0.2460 0.8470 0.7467
C -0.8371 0.0495 0.1272
C -0.0031 -0.8189 -0.8074
O -0.4557 -1.7536 -1.6841
C 1.2554 -0.3535 -0.7973
O 1.4399 0.7023 0.1256
H -1.2412 0.0795 1.2253
H -1.5617 0.6391 -0.4461
H -1.3376 -2.0251 -1.4078
H 2.1467 -0.6391 -1.3472
```

- Frontier orbital gap: 0.338 Ha
- Net charge: 0
- Lowest unoccupied orbital energy: 0.025 Ha
- HOMO: -8.515 eV



Winner for stability: x



## w
Here is a structure of composition C4H5NO2 from the Open Molecules 2025 dataset. Energies are from ωB97M-V/def2-TZVPD.

```
12
Properties=species:S:1:pos:R:3
O 3.0703 -0.0783 -0.2044
C 1.9137 -0.1172 -0.5384
C 0.7348 0.3293 0.3302
C -0.5176 0.9936 -0.3315
N -0.4319 -0.4161 -0.0878
C -1.5158 -0.8990 0.5672
O -2.5987 -0.3155 0.4599
H 1.6088 -0.5486 -1.5186
H 0.9981 0.4582 1.3791
H -0.2596 1.2433 -1.3709
H -1.8802 0.9354 0.0819
H -1.4148 -1.8238 1.1251
```

- Frontier orbital gap: 0.385 Ha
- Net charge: 0
- Lowest unoccupied orbital energy: 0.016 Ha
- HOMO: -10.052 eV



## x
Here is the molecule C4H5NO2 from the Open Molecules 2025 dataset. Energies are from ωB97M-V/def2-TZVPD.

```
12
Properties=species:S:1:pos:R:3
O -1.8907 0.9113 1.2799
C -1.9318 0.6180 0.1117
C -0.6732 0.8374 -0.7417
O -0.6767 1.5272 -1.7367
N 0.3571 0.2680 -0.0443
C 1.7176 -0.1048 0.1185
C 0.6023 -1.0988 0.2922
H -2.8439 0.2203 -0.3621
H 2.1514 0.2752 1.0444
H 2.3996 -0.1838 -0.7232
H 0.4781 -1.8194 -0.5182
H 0.3102 -1.4506 1.2794
```

- Frontier orbital gap: 0.366 Ha
- Net charge: 0
- Lowest unoccupied orbital energy: 0.010 Ha
- HOMO: -9.688 eV



Winner for stability: x



## w
Here is the molecule C4H5NO2 from the Open Molecules 2025 dataset. Energies are from ωB97M-V/def2-TZVPD.

```
12
Properties=species:S:1:pos:R:3
N 0.9635 1.3281 0.0310
C 1.2847 0.0018 0.0326
O 2.4577 -0.3524 -0.0632
C 0.2319 -1.1177 0.0234
C -1.0860 -1.2196 -0.0036
C -2.0946 -0.0782 0.0164
O -1.7814 1.1257 -0.0872
H 1.7810 1.9711 0.2183
H 0.0061 1.6534 0.0710
H 0.7451 -2.0527 0.0811
H -1.5821 -2.2057 -0.0816
H -3.1211 -0.3669 0.2848
```

- Frontier orbital gap: 0.342 Ha
- Net charge: 0
- Lowest unoccupied orbital energy: -0.030 Ha
- HOMO: -10.125 eV



## x
Here is the molecule C4H5NO2 from the Open Molecules 2025 dataset. Energies are from ωB97M-V/def2-TZVPD.

```
12
Properties=species:S:1:pos:R:3
O 1.6292 0.6330 -1.4351
C 0.4831 0.2749 -1.5622
C -0.1815 -0.6213 -0.5719
C 0.5135 -1.0177 0.6219
N -0.0713 0.0487 1.6663
C -0.7726 1.0122 1.1894
O -1.1787 1.2641 0.0025
H -0.1654 0.6003 -2.3879
H -1.1187 -1.1026 -0.8346
H 0.2503 -1.9948 1.0421
H 1.5999 -0.8692 0.5792
H -1.0002 1.6566 2.0583
```

- Frontier orbital gap: 0.295 Ha
- Net charge: 0
- Lowest unoccupied orbital energy: -0.065 Ha
- HOMO: -9.809 eV



Winner for stability: w